DFT (ωB97M-V/def2-TZVPD) results for a structure of composition C24H48O13S2 in a non-equilibrium geometry.

LUMO = 0.2 eV
molecular weight = 608.8 g mol⁻¹
energy above the lowest of the compared OMol25 structures with the same formula, charge and spin = 376.68 kJ/mol
total charge = 0
DFT total energy = -2717.6177 hartree
orbital gap = 9.6 eV

Last column: Löwdin charge in e.
Geometry (Å):
1 S 2.952 0.715 4.531  0.582
2 S -0.015 1.658 -1.120  0.583
3 O -0.359 2.985 -1.470  -0.209
4 O -5.081 2.010 3.049  -0.130
5 O 1.257 1.252 -0.660  -0.216
6 O -0.502 0.741 -2.326  -0.187
7 O -1.095 1.115 -0.062  -0.200
8 O 3.326 1.989 4.026  -0.218
9 O -3.220 -2.425 0.503  -0.178
10 O 2.295 -3.461 0.980  -0.128
11 O 1.393 0.671 4.806  -0.189
12 O 2.890 -0.357 3.330  -0.178
13 O 4.627 -0.179 0.467  -0.178
14 O 1.509 2.789 -5.410  -0.143
15 O 3.666 0.148 5.599  -0.198
16 C 5.403 2.049 0.756  -0.127
17 C 4.811 1.866 -0.645  -0.165
18 C -3.521 -3.217 -0.631  -0.219
19 C 0.341 -3.410 -0.355  -0.156
20 C 3.134 3.610 -3.914  -0.151
21 C 2.616 -2.721 -0.170  -0.207
22 C -5.386 2.807 1.940  -0.231
23 C -2.146 0.370 -0.702  -0.151
24 C -4.501 -4.271 -0.158  -0.144
25 C -1.489 -0.217 -1.929  -0.145
26 C -5.426 0.596 1.194  -0.175
27 C 1.838 4.418 -3.689  -0.144
28 C 1.190 -4.275 0.612  -0.189
29 C 4.791 0.351 -0.855  -0.187
30 C 5.421 0.619 1.338  -0.182
31 C -3.184 -3.271 1.644  -0.188
32 C 1.271 -2.259 -0.731  -0.162
33 C 0.815 3.772 -4.611  -0.178
34 C 1.753 0.010 2.568  -0.185
35 C 2.661 2.399 -4.692  -0.223
36 C -4.026 -4.510 1.295  -0.143
37 C -6.215 1.887 1.024  -0.145
38 C 0.668 0.267 3.622  -0.126
39 C -4.712 0.723 2.556  -0.178
40 H -3.908 -2.563 -1.418  0.122
41 H -5.534 -3.940 -0.215  0.111
42 H -0.024 1.046 3.308  0.131
43 H -4.991 -0.079 3.232  0.115
44 H 0.013 3.231 -4.101  0.099
45 H -2.109 -0.485 -2.779  0.140
46 H -6.327 2.165 -0.019  0.110
47 H -5.940 3.691 2.259  0.120
48 H -2.161 -3.526 1.932  0.107
49 H 6.449 0.239 1.416  0.121
50 H 5.716 -0.091 -1.245  0.122
51 H 0.342 4.448 -5.325  0.116
52 H -2.606 -3.641 -1.069  0.110
53 H 4.697 2.629 1.347  0.105
54 H 3.648 3.359 -2.991  0.085
55 H -2.970 1.040 -0.947  0.130
56 H 3.170 -3.315 -0.917  0.129
57 H 2.000 5.472 -3.895  0.107
58 H 6.383 2.509 0.699  0.107
59 H 2.376 1.589 -3.992  0.115
60 H 0.977 -1.322 -0.267  0.079
61 H 1.300 -2.175 -1.818  0.117
62 H 0.659 -4.622 1.497  0.113
63 H 3.297 -1.915 0.107  0.100
64 H -4.889 -4.697 1.933  0.107
65 H 1.944 0.858 1.912  0.120
66 H -0.963 -1.144 -1.670  0.107
67 H 1.375 -0.804 1.949  0.122
68 H 3.801 2.238 -0.792  0.086
69 H 5.422 2.316 -1.432  0.105
70 H 4.955 0.530 2.312  0.090
71 H 1.541 4.310 -2.647  0.091
72 H -0.517 -3.069 0.226  0.083
73 H 3.394 1.939 -5.354  0.119
74 H -4.497 3.216 1.433  0.121
75 H -7.170 1.820 1.547  0.114
76 H -6.037 -0.310 1.140  0.107
77 H 3.951 -0.018 -1.445  0.110
78 H -3.631 -2.745 2.491  0.115
79 H -2.395 -0.384 0.040  0.108
80 H -4.689 0.446 0.403  0.075
81 H -3.630 0.755 2.385  0.111
82 H -4.395 -5.211 -0.698  0.112
83 H 0.027 -4.057 -1.172  0.109
84 H 3.852 4.206 -4.484  0.110
85 H 1.617 -5.159 0.117  0.118
86 H 0.126 -0.628 3.917  0.130
87 H -3.398 -5.399 1.379  0.107